Density functional theory data (ωB97M-V/def2-TZVPD) for a gas-phase ion, C20H32BClIN2O8P2 (charge +1).

XYZ file:
```
67
Properties=species:S:1:pos:R:3:forces:R:3:mulliken_charge:R:1
H 5.1254 -1.7571 1.1419 -0.20 -0.05 0.28 0.356
H 2.7020 -3.1581 -1.2167 -0.16 -0.04 -0.23 0.406
H 0.1132 2.2504 -2.6134 -0.19 -0.02 -0.27 0.593
H -4.5259 -0.3141 -0.9968 -0.20 -0.19 0.02 0.692
H 2.0161 -0.0849 0.5608 0.27 0.45 -0.39 -0.640
I 1.4950 4.6551 -1.7965 -0.02 -0.15 -0.07 0.114
C -3.0213 1.2126 -0.5321 -1.31 1.09 1.09 -0.507
H 1.3937 -0.7438 -0.9791 -0.17 0.24 -0.26 0.356
H -1.5968 -1.8619 -3.1884 -0.16 -0.19 -0.06 0.496
H -0.2957 -0.7632 -3.4943 0.15 0.15 -0.15 0.286
C 1.8712 -2.1806 0.5003 -0.55 -0.20 -0.45 -0.936
H 2.0546 -2.2224 1.5667 0.13 0.11 0.23 0.400
C -1.0904 -0.9917 -2.7852 -0.15 0.05 0.36 -0.884
C 2.0174 2.4589 0.2666 -0.02 0.60 -0.16 -0.364
H 2.0912 -0.6899 4.2460 -0.33 -0.03 0.14 0.377
O -5.4356 -1.8294 0.7389 0.13 0.39 0.23 -0.462
H -3.2019 2.1236 0.0387 0.20 0.38 -0.17 0.584
C 1.6664 2.5798 -1.2240 0.02 -0.35 0.33 -1.224
O -3.7618 -3.4445 1.7247 0.26 0.28 -0.08 -0.524
H 2.5190 2.2346 -1.7866 0.22 0.11 -0.30 0.833
H -3.5165 -0.5450 -3.6169 0.04 -0.25 -0.88 0.349
H 0.8248 0.7848 -2.0499 -0.14 -0.37 0.15 0.208
C -0.9484 0.4580 0.1338 0.13 -0.24 1.39 -0.335
C 1.3519 -0.7970 0.0970 0.36 -0.48 0.95 0.701
H 1.3004 1.8909 0.8468 -0.12 -0.16 0.07 -0.156
O -0.9436 2.9706 -0.2092 0.11 -0.31 1.29 -0.391
H 3.6321 -3.4005 0.2151 0.00 -0.26 0.19 0.439
H -0.6140 -1.2972 -1.8585 0.10 -0.05 0.13 0.232
H 3.8942 -1.4898 2.8465 0.07 -0.27 0.21 0.431
C 4.4629 0.4915 2.0681 0.51 1.20 0.55 0.414
H -1.8779 -1.0862 2.4762 0.28 -0.17 -0.59 0.070
H -3.6081 -3.2004 2.6428 -0.11 -0.31 0.33 0.336
C -2.0175 1.4585 -1.6452 0.40 -0.70 0.09 -1.341
H -0.5839 -1.5359 0.5398 -0.30 -0.14 0.09 0.850
H 2.9987 2.0305 0.3993 0.23 -0.25 -0.02 0.062
O -3.3608 -2.3948 -0.5873 0.20 -0.09 -0.46 -0.464
O -3.0897 0.3178 -3.5947 -0.24 0.21 1.06 -0.592
H -5.6587 -1.1439 1.3844 -0.39 -0.05 0.09 0.356
O 4.9146 1.4951 2.5630 -0.49 -0.49 -0.59 -0.527
C -0.9241 2.9736 1.0864 0.49 0.18 1.76 0.757
N -2.2158 0.3799 0.4321 0.54 -0.81 -1.18 0.928
C 4.0598 -1.5777 -0.7673 0.41 -0.50 0.33 -0.429
O -6.6480 1.5687 -0.7290 1.54 -0.37 0.96 -0.468
H 0.0424 -0.4547 1.7628 0.15 0.09 0.22 0.853
Cl -5.4184 1.8101 1.5393 0.16 -0.15 -0.26 -0.125
C -0.0388 -0.6041 0.6877 0.22 0.46 -0.67 -2.844
C -5.5978 1.3668 -0.1833 -1.91 0.33 -1.09 0.070
C 2.6230 -0.0052 3.6113 0.35 -0.10 -0.37 -1.064
C 5.0070 -1.0655 0.3163 -0.17 0.24 -0.82 -0.676
H 4.6910 -2.0404 -1.5184 0.09 -0.07 -0.26 0.511
H 3.6028 -0.7214 -1.2500 -0.17 0.17 -0.08 0.114
C 3.0656 -2.6525 -0.3289 0.11 0.47 0.03 -1.226
H 5.9856 -0.9606 -0.1336 0.31 0.17 0.06 0.410
N -0.8385 2.9202 2.2502 -0.39 0.02 -1.74 -0.616
C -4.4277 0.7640 -0.9352 0.62 -0.01 0.38 -0.745
P -3.8968 -2.2027 0.7529 0.25 -0.55 -0.34 0.838
H 2.3405 1.0312 3.5459 -0.09 0.26 0.35 0.337
C 0.4678 1.7488 -1.7210 0.54 0.89 0.36 -1.379
C -0.7333 1.6498 -0.7895 -0.68 -0.45 -2.90 3.570
C 3.6404 -0.4450 2.8872 0.06 -0.19 -0.47 0.120
H 1.0536 -2.8753 0.3083 -0.05 -0.32 0.11 0.481
H -4.5699 1.1229 -1.9456 -0.06 0.05 -0.30 0.416
H -2.2703 2.3484 -2.2123 0.08 0.41 0.14 0.656
P -2.9353 -0.5061 1.7617 -1.11 0.89 1.07 -0.261
H 2.0652 3.4454 0.7077 -0.05 0.13 0.27 0.548
B -2.0574 0.2391 -2.6925 0.19 -0.26 -0.37 -0.018
O 4.6318 0.2622 0.7341 0.00 -0.43 0.69 -0.355
```
Positions in Å, forces in eV/Å.

Summary:
* structure (SMILES): C=CC(=O)OCCCCCCC1=[N+](PP(=O)(O)O)[C@H](CC(=O)Cl)[C@H](B(C)O)[C@@]1(C[C@H](C)I)OC#N
* total charge: +1
* largest force on an atom: 0.0587 hartree/bohr
* HOMO-LUMO gap: 7.06 eV
* energy above the lowest of the compared OMol25 structures with the same formula, charge and spin: 0.0 kcal/mol